No. 1
{
  "formula": "C4H7NOS",
  "method": "the ωB97M-V functional and the def2-TZVPD basis",
  "species": ["C", "O", "C", "C", "N", "C", "S", "H", "H", "H", "H", "H", "H", "H"],
  "xyz": [[1.7261, -1.2173, 0.2706], [1.4362, 0.1461, 0.5439], [0.5827, 0.7380, -0.3094], [-0.4646, 1.6713, 0.2225], [-0.9406, 0.3905, -0.1567], [-2.0111, -0.4323, -0.2341], [-3.6983, -0.3978, 0.0925], [1.9899, -1.3662, -0.7812], [0.8673, -1.8493, 0.5183], [2.5669, -1.4766, 0.9095], [0.8508, 0.7880, -1.3649], [-0.4500, 1.8852, 1.2890], [-0.7646, 2.5225, -0.3857], [-1.6909, -1.4022, -0.6144]],
  "atomic_forces_ev_per_a": [[0.01, -0.15, -0.07], [0.11, 0.32, 0.25], [-2.54, -1.06, -0.15], [-0.23, 0.38, 0.18], [0.06, -0.03, 0.01], [-0.41, -0.39, -0.05], [2.50, 0.86, -0.17], [0.04, 0.04, 0.05], [0.04, 0.10, -0.02], [-0.03, -0.06, -0.09], [0.15, 0.02, 0.15], [0.11, -0.05, -0.03], [0.03, -0.05, -0.02], [0.16, 0.06, -0.05]],
  "mulliken_charge": [-0.663, -0.343, 0.095, -0.582, -0.078, -0.146, -0.303, 0.335, 0.269, 0.228, 0.443, 0.234, 0.251, 0.259],
  "orbital_gap_ev": 8.709,
  "charge": 0,
  "relative_energy_kcal_mol": 70.4,
  "multiplicity": 1,
  "homo_energy_ev": -8.076,
  "total_energy_ha": -684.6948,
  "smiles": "CO[C@@H]1CN1C=S"
}

***

No. 2
{
  "formula": "C4H7NOS2",
  "method": "the ωB97M-V functional and the def2-TZVPD basis",
  "species": ["C", "C", "S", "C", "N", "S", "C", "O", "H", "H", "H", "H", "H", "H", "H"],
  "xyz": [[0.0365, 2.4267, 0.1109], [1.0651, 1.3518, 0.2215], [0.6072, -0.2764, -0.4270], [-0.8299, -0.5465, 0.4637], [-1.7578, -1.3257, 0.1667], [-1.4173, -2.3085, -1.1981], [-0.1006, -3.3273, -0.6789], [0.6009, -3.2403, 0.3295], [0.2044, 3.2147, 0.9091], [-1.0286, 2.1458, 0.3160], [0.1402, 2.8775, -0.8033], [1.9949, 1.5423, -0.4784], [1.4372, 1.2109, 1.3353], [-0.9717, 0.2407, 1.2810], [0.0193, -3.9856, -1.5481]],
  "atomic_forces_ev_per_a": [[-1.06, 0.60, 3.25], [2.76, -0.98, 1.18], [0.66, 0.28, -0.31], [0.64, 2.75, 1.22], [-1.17, -1.36, -0.39], [-0.58, -0.10, 0.65], [1.26, 0.87, 1.40], [-1.67, -0.56, -2.12], [0.14, -0.73, -0.95], [0.96, -0.17, -0.51], [-0.25, 1.22, -2.32], [-1.65, 0.02, 1.72], [-0.56, 0.28, -2.31], [-0.04, -1.44, -0.74], [0.57, -0.68, 0.25]],
  "mulliken_charge": [-0.969, -0.396, 0.024, -0.027, -0.435, -0.038, 0.133, -0.457, 0.262, 0.307, 0.341, 0.282, 0.285, 0.408, 0.280],
  "orbital_gap_ev": 9.760,
  "charge": 0,
  "relative_energy_kcal_mol": 48.6,
  "multiplicity": 1,
  "homo_energy_ev": -9.171,
  "total_energy_ha": -1082.9174,
  "smiles": "CCS/C=N\\SC=O"
}

***

No. 3
{
  "formula": "C4H7NOS2",
  "method": "the ωB97M-V functional and the def2-TZVPD basis",
  "species": ["N", "S", "C", "O", "C", "C", "C", "S", "H", "H", "H", "H", "H", "H", "H"],
  "xyz": [[1.9338, 1.7554, 0.0136], [2.9362, 0.4979, -0.5913], [1.9238, -0.7857, -0.0001], [2.6108, -1.9944, -0.2510], [0.7778, -0.6867, 0.6326], [-0.5336, -0.7637, 0.8641], [-1.7191, -0.5919, -0.0596], [-1.6958, -0.5350, -1.8594], [2.3577, 2.3172, 0.7232], [1.8011, 2.3655, -0.7745], [2.1056, -2.8408, 0.0165], [-0.8390, -0.7109, 1.8965], [-2.5281, -1.3084, 0.2768], [-2.2302, 0.4393, 0.2947], [-0.3975, -0.6933, -1.9079]],
  "atomic_forces_ev_per_a": [[0.10, 0.01, -1.08], [0.00, 0.52, 0.69], [0.26, -2.17, 0.18], [-1.31, -0.89, 0.51], [-1.70, -0.62, -0.86], [1.67, 0.84, -0.39], [-2.73, 1.59, 1.92], [-0.08, -0.15, 0.30], [0.55, -0.01, 0.62], [-0.49, 0.32, -0.20], [0.75, 2.42, -0.49], [-0.25, -0.17, 0.34], [0.98, 0.43, -0.50], [1.28, -2.02, -0.71], [0.97, -0.09, -0.34]],
  "mulliken_charge": [-0.524, -0.037, 0.843, -0.557, -0.489, -0.390, -0.469, -0.189, 0.237, 0.271, 0.330, 0.291, 0.329, 0.268, 0.087],
  "orbital_gap_ev": 8.773,
  "charge": 0,
  "relative_energy_kcal_mol": 76.3,
  "multiplicity": 1,
  "homo_energy_ev": -8.313,
  "total_energy_ha": -1082.8733,
  "smiles": "NSC(O)=C=CCS"
}